13
Properties=species:S:1:pos:R:3:forces:R:3 method="wB97M-V/def2-TZVPD" charge=+2 e_homo_ha="-0.710 / -0.689" total_energy_ha=-339.749340 multiplicity=1 gap_ev="6.815 / 6.528" e_lumo_ev="-12.497 / -12.225" de_lowest_kcal_mol=146.3
C 0.49477 -1.89055 0.09916 -3.68 0.78 1.77
C -0.61870 -2.24885 0.93699 1.65 -1.04 -0.02
C -0.05655 0.43961 -0.56603 2.91 -3.74 1.08
C -0.72146 1.54663 -0.33964 -3.52 3.89 1.33
N 0.63430 -0.61793 -0.48880 1.36 -1.29 -1.01
N -1.68347 -1.58845 1.05536 -4.98 2.47 1.59
O -2.68126 -1.07235 1.43363 3.75 -1.76 -1.41
H 1.22840 -2.61753 0.03455 1.80 -0.88 -0.45
H -0.67921 -3.19676 1.58414 0.31 0.93 -0.99
H -0.22125 2.43942 0.13772 0.08 -0.94 -0.43
H -1.75625 1.44944 0.10239 0.62 -0.15 0.36
H -1.05568 1.86517 -1.30097 -0.18 0.91 -1.57
H 1.54231 -0.69001 -0.98404 -0.11 0.84 -0.26